(1)
DFT (the ωB97M-V functional and the def2-TZVPD basis) results for C35H33BeClN4S2Si2 as an isolated structure at a distorted geometry.

Frontier orbital gap (spin up / spin down): 5.89 / 6.42 eV
HOMO (spin up / spin down): -0.235 / -0.245 Eh
Total charge: 0

XYZ file:
```
78
Properties=species:S:1:pos:R:3:lowdin_charge:R:1
C -0.040 -1.282 0.655 -0.22
C 1.353 -1.497 0.311 -0.17
C 2.141 -0.982 1.376 -0.16
H 1.711 -2.118 -0.510 0.09
C 1.268 -0.461 2.360 -0.15
C -0.059 -0.606 1.929 -0.14
H -0.959 -0.372 2.493 0.10
H -0.888 -1.813 0.204 0.12
H 3.225 -1.058 1.472 0.09
H 1.558 -0.074 3.335 0.08
Be 0.371 0.293 -0.197 -0.26
Si 6.203 1.361 1.070 0.79
C 7.522 1.918 -0.153 -0.32
C 7.713 3.283 -0.391 -0.10
H 7.200 4.031 0.230 0.10
C 8.546 3.703 -1.437 -0.08
H 8.714 4.776 -1.585 0.10
C 9.124 2.747 -2.279 -0.10
H 9.734 3.075 -3.121 0.10
C 8.910 1.379 -2.064 -0.09
H 9.310 0.621 -2.750 0.10
C 8.146 0.966 -0.967 -0.12
H 7.976 -0.101 -0.792 0.10
C 6.852 2.608 2.488 -0.24
C 8.230 2.485 2.753 -0.12
H 8.813 1.703 2.250 0.10
C 8.909 3.397 3.572 -0.08
H 9.991 3.302 3.711 0.10
C 8.205 4.449 4.180 -0.10
H 8.729 5.177 4.811 0.10
C 6.832 4.574 3.957 -0.08
H 6.263 5.396 4.407 0.10
C 6.180 3.655 3.127 -0.11
H 5.115 3.829 2.969 0.06
H 6.694 0.036 1.484 0.02
Si 3.834 4.039 0.321 0.81
C 3.162 3.322 1.942 -0.41
C 3.587 2.146 2.594 -0.18
H 4.402 1.516 2.163 0.03
C 3.151 1.776 3.855 -0.10
H 3.524 0.848 4.291 0.12
C 2.258 2.590 4.546 -0.08
H 1.931 2.312 5.549 0.10
C 1.827 3.776 3.934 -0.10
H 1.152 4.439 4.474 0.10
C 2.258 4.136 2.656 -0.14
H 1.913 5.054 2.177 0.09
C 4.508 2.701 -0.759 -0.40
C 4.626 1.326 -0.180 -0.40
H 3.661 1.081 0.311 0.02
C 5.066 0.228 -1.042 -0.16
H 5.155 -0.768 -0.592 0.11
C 5.344 0.465 -2.365 -0.12
H 5.728 -0.339 -3.006 0.11
C 5.157 1.743 -2.900 -0.08
H 5.386 1.898 -3.954 0.10
C 4.645 2.798 -2.141 -0.11
H 4.304 3.704 -2.631 0.10
H 2.877 4.847 -0.349 -0.06
Cl 1.491 1.828 -0.090 0.50
N 1.966 -0.837 -2.744 0.13
C 0.647 -0.594 -2.813 -0.61
N -0.077 -0.114 -1.817 0.02
C -1.403 0.128 -2.177 -0.28
C -1.687 -0.214 -3.481 -0.32
S -0.290 -0.884 -4.272 1.06
C -2.137 0.781 -1.151 -0.29
C -3.420 1.305 -1.077 -0.34
S -3.657 2.164 0.410 1.05
C -1.972 1.819 0.837 -0.63
N -1.351 1.043 -0.033 0.03
N -1.433 2.345 1.940 0.13
H 2.408 -1.217 -3.570 0.11
H 2.537 -0.364 -2.040 0.09
H -2.666 -0.075 -3.921 0.08
H -4.163 1.174 -1.852 0.07
H -2.010 2.949 2.510 0.11
H -0.414 2.353 2.058 0.10
```

---

(2)
DFT (the ωB97M-V functional and the def2-TZVPD basis) results for one molecule with the formula C7H9N at a distorted geometry.

Frontier orbital gap: 9.22 eV
HOMO: -0.302 Eh
Total charge: 0
Structure (SMILES): C#C[C@]12CCN[C@@H]1C2

XYZ file:
```
17
Properties=species:S:1:pos:R:3:lowdin_charge:R:1
C 2.472 -0.373 -0.175 0.10
C 1.368 -0.025 0.101 -0.22
C 0.128 0.499 0.693 -0.44
C -0.616 -0.637 1.377 -0.04
C -0.748 -1.428 -0.344 -0.14
N -0.981 -0.144 -1.273 -0.05
C -0.885 0.907 -0.286 -0.45
C 0.022 2.026 -0.007 0.01
H 3.394 -0.855 -0.625 0.07
H -1.754 -0.554 1.414 0.10
H 0.255 -1.359 1.776 0.14
H -1.750 -2.187 -0.260 0.12
H 0.298 -2.019 -0.667 0.12
H -0.067 -0.081 -2.035 0.19
H -1.804 1.027 0.506 0.18
H 0.845 2.124 -0.857 0.13
H -0.177 3.077 0.663 0.16
```

---

(3)
DFT (the ωB97M-V functional and the def2-TZVPD basis) results for one molecule with the formula C7H9N5O2S at a distorted geometry.

Frontier orbital gap: 8.06 eV
HOMO: -0.295 Eh
Total charge: 0
Structure (SMILES): Cn1c([C@@](N)(O)/C(C#N)=C\O)n[nH]c1=S

XYZ file:
```
24
Properties=species:S:1:pos:R:3:lowdin_charge:R:1
C -0.951 -1.737 -1.044 -0.02
N -0.174 -1.846 0.151 -0.06
C 0.828 -0.951 0.608 -0.24
C 0.818 0.499 0.295 -0.49
N 1.708 1.345 1.176 0.10
O 1.252 0.758 -0.999 0.03
C -0.628 0.933 0.556 -0.14
C -1.435 0.103 1.410 -0.22
N -2.015 -0.601 2.093 0.20
C -1.256 2.041 0.050 -0.07
O -0.485 2.901 -0.620 0.08
N 1.689 -1.524 1.394 0.14
N 1.371 -2.897 1.373 0.02
C 0.156 -3.042 0.684 -0.87
S -0.483 -4.545 0.571 0.60
H -0.381 -1.569 -1.897 0.08
H -1.635 -2.628 -1.278 0.12
H -1.577 -0.933 -0.869 0.05
H 1.180 1.658 2.105 0.16
H 2.605 0.895 1.311 0.07
H 1.865 1.512 -0.923 0.12
H -2.155 2.468 0.399 0.13
H -1.051 3.393 -1.135 0.07
H 1.576 -3.614 2.067 0.13
```

---

(4)
DFT (the ωB97M-V functional and the def2-TZVPD basis) results for one molecule with the formula C21H28N2O3S.

Frontier orbital gap: 9.63 eV
HOMO: -0.335 Eh
Total charge: 0
Structure (SMILES): Cc1ccc(CNC(=O)CCc2ccc(S(=O)(=O)NCC(C)C)cc2)cc1

XYZ file:
```
55
Properties=species:S:1:pos:R:3:lowdin_charge:R:1
C 4.252 3.875 0.594 -0.05
C 3.927 2.513 0.061 -0.28
C 4.899 1.528 -0.042 -0.04
C 4.590 0.277 -0.545 -0.04
C 3.299 -0.017 -0.963 -0.22
C 2.945 -1.396 -1.454 -0.12
N 2.594 -2.257 -0.338 0.09
C 1.341 -2.701 -0.112 -0.51
O 0.418 -2.505 -0.876 0.06
C 1.188 -3.470 1.192 -0.09
C 1.095 -2.484 2.371 -0.14
C 0.024 -1.471 2.083 -0.23
C -1.316 -1.829 2.182 -0.01
C -2.308 -0.943 1.803 -0.04
C -1.951 0.303 1.327 -0.28
S -3.199 1.406 0.694 0.65
O -4.502 0.864 0.975 -0.29
O -2.926 2.756 1.092 -0.30
N -2.841 1.318 -0.938 -0.13
C -3.201 0.064 -1.568 -0.23
C -2.525 -0.091 -2.933 -0.42
C -1.010 0.002 -2.779 -0.08
C -2.920 -1.426 -3.557 -0.07
C -0.629 0.690 1.249 -0.04
C 0.358 -0.199 1.632 -0.02
C 2.322 0.966 -0.861 -0.04
C 2.634 2.214 -0.357 -0.04
H 4.208 4.611 -0.208 0.08
H 5.249 3.898 1.027 0.07
H 3.531 4.170 1.355 0.08
H 5.910 1.740 0.276 0.11
H 5.363 -0.476 -0.620 0.11
H 3.787 -1.841 -1.994 0.13
H 2.069 -1.364 -2.105 0.12
H 3.304 -2.399 0.364 0.14
H 0.267 -4.049 1.128 0.12
H 2.028 -4.152 1.335 0.12
H 2.054 -1.981 2.512 0.11
H 0.862 -3.041 3.281 0.12
H -1.582 -2.811 2.544 0.12
H -3.355 -1.198 1.857 0.12
H -3.188 2.131 -1.426 0.12
H -4.290 -0.036 -1.663 0.13
H -2.845 -0.725 -0.900 0.12
H -2.869 0.724 -3.582 0.13
H -0.649 -0.814 -2.157 0.06
H -0.525 -0.057 -3.751 0.08
H -0.747 0.948 -2.312 0.06
H -2.485 -1.522 -4.549 0.08
H -4.001 -1.510 -3.645 0.08
H -2.556 -2.244 -2.941 0.08
H -0.397 1.676 0.883 0.11
H 1.397 0.091 1.562 0.11
H 1.315 0.743 -1.176 0.10
H 1.866 2.970 -0.285 0.12
```

---

The records above yield relative energy (zero: lowest compared OMol25 entry of this formula, charge and spin) values of 232.6; 977.5; 56.7; 93.0 kJ/mol, respectively.